# 1
{
  "formula": "C38H39ClN3O",
  "method": "wB97M-V/def2-TZVPD",
  "symbols": ["C", "C", "N", "C", "C", "C", "C", "C", "C", "C", "C", "C", "C", "C", "C", "C", "N", "C", "C", "C", "C", "C", "C", "C", "C", "C", "C", "H", "H", "H", "H", "H", "H", "H", "H", "H", "H", "H", "H", "H", "H", "H", "H", "H", "H", "H", "H", "H", "H", "H", "H", "H", "H", "H", "H", "H", "Cl", "C", "C", "C", "C", "N", "C", "C", "C", "C", "C", "C", "C", "C", "O", "C", "H", "H", "H", "H", "H", "H", "H", "H", "H", "H"],
  "positions_angstrom": [[5.809, 0.051, 4.545], [5.251, 1.071, 5.525], [3.862, 1.429, 5.246], [3.400, 2.697, 5.806], [2.078, 3.136, 5.209], [1.048, 2.019, 5.328], [1.579, 0.744, 4.772], [2.984, 0.492, 4.794], [3.442, -0.768, 4.297], [2.550, -1.659, 3.743], [1.158, -1.387, 3.607], [0.344, -2.305, 2.903], [-1.057, -2.182, 2.698], [-1.864, -3.341, 2.500], [-3.238, -3.288, 2.398], [-3.908, -2.026, 2.442], [-5.257, -1.942, 2.293], [-6.028, -3.099, 1.845], [-5.506, -4.399, 2.435], [-4.004, -4.551, 2.204], [-5.927, -0.646, 2.220], [-5.210, 0.403, 3.048], [-3.747, 0.493, 2.634], [-3.112, -0.850, 2.575], [-1.737, -0.938, 2.624], [0.708, -0.194, 4.255], [4.878, -1.152, 4.402], [5.945, 0.515, 3.560], [6.789, -0.289, 4.890], [5.334, 0.652, 6.546], [5.848, 1.992, 5.512], [3.296, 2.615, 6.903], [4.177, 3.450, 5.626], [1.719, 4.039, 5.710], [2.214, 3.388, 4.149], [0.778, 1.884, 6.387], [0.129, 2.299, 4.797], [2.915, -2.639, 3.435], [0.815, -3.247, 2.608], [-1.375, -4.317, 2.523], [-7.073, -2.939, 2.128], [-6.010, -3.175, 0.741], [-5.712, -4.433, 3.511], [-6.028, -5.245, 1.978], [-3.833, -4.901, 1.174], [-3.604, -5.334, 2.863], [-5.990, -0.306, 1.170], [-6.958, -0.783, 2.565], [-5.699, 1.372, 2.933], [-5.263, 0.140, 4.111], [-3.656, 0.966, 1.643], [-3.200, 1.136, 3.339], [-1.165, -0.014, 2.650], [-0.361, -0.048, 4.407], [5.160, -1.726, 3.511], [5.023, -1.817, 5.269], [4.672, 0.784, 1.379], [4.117, -0.450, 0.310], [5.013, -1.348, -0.263], [4.475, -2.309, -1.127], [3.126, -2.367, -1.393], [2.250, -1.508, -0.769], [0.896, -1.668, -1.017], [-0.092, -0.715, -0.671], [-1.427, -0.789, -1.390], [-2.279, 0.320, -1.261], [-3.575, 0.298, -1.776], [-4.025, -0.828, -2.481], [-3.162, -1.907, -2.695], [-1.866, -1.884, -2.159], [0.053, 0.157, 0.223], [2.758, -0.520, 0.060], [6.071, -1.308, -0.024], [5.107, -3.051, -1.599], [2.674, -3.059, -2.105], [0.679, -2.412, -1.776], [-1.924, 1.209, -0.734], [-4.229, 1.157, -1.614], [-5.046, -0.861, -2.866], [-3.498, -2.778, -3.263], [-1.200, -2.729, -2.326], [2.070, 0.186, 0.503]],
  "mulliken_charge": [-0.629, -0.675, 0.053, -0.642, -0.871, -0.883, 0.637, 0.323, 0.414, -0.856, 0.427, -0.601, 0.741, -0.911, 0.266, 0.318, 0.000, -0.604, -0.861, -0.963, -0.622, -1.014, -0.658, -0.042, -0.783, -1.158, -0.964, 0.099, 0.389, 0.254, 0.432, 0.296, 0.423, 0.390, 0.310, 0.328, 0.341, 0.471, 0.420, 0.464, 0.407, 0.275, 0.321, 0.368, 0.318, 0.437, 0.271, 0.442, 0.395, 0.323, 0.233, 0.379, 0.833, 1.198, 0.319, 0.382, -0.188, 0.493, -0.400, -0.515, -0.315, 0.284, -0.791, 1.258, 0.274, -0.275, -0.515, -0.486, -0.867, -0.263, -0.797, -0.869, 0.471, 0.398, 0.363, 0.055, 0.412, 0.422, 0.418, 0.400, 0.299, 0.776],
  "total_charge": 1,
  "molar_mass_g_mol": 589.20,
  "total_energy_ev": -59073.873,
  "multiplicity": 1,
  "homo_lumo_gap_ha": 0.2090
}



# 2
{
  "formula": "C38H39IO4P2",
  "method": "wB97M-V/def2-TZVPD",
  "symbols": ["O", "C", "C", "C", "C", "C", "C", "C", "C", "O", "C", "C", "C", "C", "C", "C", "H", "H", "H", "H", "H", "H", "H", "H", "O", "C", "C", "C", "C", "C", "C", "C", "C", "O", "C", "C", "C", "C", "C", "C", "H", "H", "H", "H", "H", "H", "H", "H", "C", "C", "C", "C", "C", "P", "C", "C", "C", "I", "P", "C", "C", "H", "H", "H", "H", "H", "H", "H", "H", "H", "H", "H", "H", "H", "H", "H", "H", "H", "H", "H", "H", "H", "H", "H"],
  "positions_angstrom": [[-1.666, -3.415, -3.284], [-2.227, -3.709, -2.237], [-2.023, -2.918, -0.995], [-1.203, -1.793, -1.017], [-1.038, -1.030, 0.129], [-1.694, -1.383, 1.303], [-2.503, -2.509, 1.336], [-2.667, -3.282, 0.191], [-3.524, -4.490, 0.247], [-4.040, -4.835, 1.292], [-3.748, -5.262, -0.998], [-4.582, -6.377, -0.970], [-4.824, -7.090, -2.135], [-4.235, -6.693, -3.332], [-3.392, -5.591, -3.361], [-3.142, -4.875, -2.193], [-0.700, -1.509, -1.926], [-0.401, -0.153, 0.106], [-1.574, -0.778, 2.193], [-3.011, -2.782, 2.252], [-5.044, -6.686, -0.042], [-5.475, -7.955, -2.112], [-4.432, -7.245, -4.242], [-2.933, -5.288, -4.293], [6.008, -4.708, -3.229], [5.498, -3.718, -2.741], [6.328, -2.713, -2.031], [7.705, -2.899, -1.945], [8.495, -1.947, -1.318], [7.914, -0.805, -0.775], [6.541, -0.623, -0.844], [5.743, -1.579, -1.466], [4.273, -1.383, -1.518], [3.757, -0.421, -0.979], [3.447, -2.377, -2.244], [2.070, -2.187, -2.332], [1.284, -3.092, -3.036], [1.880, -4.189, -3.655], [3.250, -4.389, -3.559], [4.037, -3.487, -2.849], [8.160, -3.784, -2.371], [9.567, -2.092, -1.256], [8.534, -0.056, -0.297], [6.091, 0.264, -0.416], [1.614, -1.332, -1.854], [0.200, -2.949, -3.113], [1.271, -4.890, -4.213], [3.705, -5.245, -4.040], [-4.209, 1.152, 1.916], [-4.649, 2.640, 1.652], [-3.644, 3.637, 2.320], [-2.694, 4.345, 1.277], [-1.878, 3.333, 0.406], [-1.654, 5.549, 2.275], [-0.308, 4.474, 3.034], [0.281, 5.027, 4.363], [1.348, 3.986, 4.863], [0.414, 2.216, 5.721], [-0.696, 6.995, 0.943], [0.151, 8.239, 2.074], [0.599, 6.189, -0.154], [-5.103, 0.496, 1.900], [-3.514, 0.787, 1.130], [-3.657, 1.078, 2.873], [-5.666, 2.793, 2.063], [-4.694, 2.858, 0.564], [-2.960, 3.073, 2.995], [-4.148, 4.406, 2.938], [-3.339, 4.933, 0.591], [-2.389, 2.351, 0.323], [-0.851, 3.138, 0.766], [-1.810, 3.731, -0.628], [-0.690, 3.432, 3.126], [0.530, 4.402, 2.299], [-0.473, 5.261, 5.133], [0.799, 5.978, 4.108], [2.082, 4.429, 5.553], [1.872, 3.637, 3.951], [-0.561, 8.590, 2.843], [0.489, 9.092, 1.460], [1.046, 7.828, 2.588], [0.776, 5.133, 0.125], [1.555, 6.742, 0.004], [0.348, 6.301, -1.225]],
  "mulliken_charge": [-0.800, 0.835, 0.204, -0.772, -0.904, -0.668, -0.752, 0.333, 0.478, -0.668, 0.188, -0.594, -0.468, -0.542, -0.520, 0.282, 0.966, 0.591, 0.533, 0.489, 0.474, 0.405, 0.403, 0.477, -0.674, 0.691, 0.146, -0.557, -0.469, -0.476, -0.534, 0.192, 0.471, -0.715, 0.111, -0.413, 0.034, -0.868, -0.707, 0.147, 0.468, 0.392, 0.397, 0.464, 0.594, 0.409, 0.455, 0.459, -0.810, -0.676, -0.650, -0.003, -0.994, -0.157, -0.448, -0.330, -1.047, -0.013, 0.160, -1.107, -0.962, 0.394, 0.055, 0.270, 0.341, 0.365, 0.149, 0.540, 0.508, 0.195, 0.198, 0.291, 0.199, 0.197, 0.361, 0.144, 0.480, 0.397, 0.362, 0.375, 0.286, 0.228, 0.370, 0.340],
  "molar_mass_g_mol": 748.58,
  "total_energy_ev": -74907.525,
  "multiplicity": 1,
  "smiles": "O=C1c2ccccc2C(=O)c2ccccc21.O=C1c2ccccc2C(=O)c2ccccc21.CCC[C@H](C)P(CCCI)#P(C)C",
  "homo_lumo_gap_ha": 0.2507
}



# 3
{
  "formula": "C38H39N4O4OsP2S",
  "method": "wB97M-V/def2-TZVPD",
  "symbols": ["Os", "C", "P", "C", "C", "C", "C", "C", "C", "C", "C", "C", "C", "C", "C", "C", "C", "C", "C", "C", "P", "C", "C", "C", "C", "C", "C", "C", "C", "C", "C", "C", "C", "N", "H", "H", "H", "H", "H", "H", "H", "H", "H", "H", "H", "H", "H", "H", "H", "H", "H", "H", "H", "H", "H", "H", "H", "H", "H", "H", "C", "C", "S", "O", "O", "C", "C", "N", "C", "N", "C", "C", "N", "O", "O", "C", "H", "H", "H", "H", "H", "H", "H", "H", "H", "H", "H", "H", "H"],
  "positions_angstrom": [[1.177, 0.173, 0.519], [4.351, -0.496, 0.196], [3.176, 0.490, -0.836], [3.741, 2.187, -0.749], [4.837, 2.603, -1.510], [5.294, 3.904, -1.395], [4.665, 4.791, -0.531], [3.572, 4.384, 0.226], [3.112, 3.083, 0.115], [3.216, -0.180, -2.492], [2.114, -0.029, -3.331], [2.182, -0.476, -4.640], [3.343, -1.074, -5.112], [4.445, -1.222, -4.280], [4.388, -0.772, -2.971], [3.958, -0.261, 1.602], [4.697, -0.292, 2.811], [3.827, 0.031, 3.827], [2.556, 0.260, 3.236], [1.270, 0.675, 3.826], [-0.039, 0.769, 2.522], [-1.267, -0.487, 2.863], [-0.938, -1.654, 3.557], [-1.903, -2.628, 3.753], [-3.184, -2.444, 3.248], [-3.507, -1.294, 2.539], [-2.551, -0.313, 2.340], [-0.747, 2.406, 2.485], [-0.510, 3.232, 1.387], [-1.027, 4.517, 1.361], [-1.780, 4.973, 2.435], [-2.025, 4.152, 3.529], [-1.517, 2.865, 3.558], [2.651, 0.070, 1.882], [5.395, -0.213, 0.041], [4.250, -1.556, -0.065], [5.320, 1.928, -2.206], [6.138, 4.232, -1.986], [5.026, 5.807, -0.451], [3.084, 5.081, 0.893], [2.258, 2.772, 0.713], [1.216, 0.474, -2.984], [1.335, -0.343, -5.298], [3.394, -1.418, -6.136], [5.350, -1.683, -4.652], [5.255, -0.894, -2.334], [5.745, -0.537, 2.887], [4.038, 0.105, 4.882], [1.383, 1.671, 4.274], [0.975, 0.021, 4.651], [0.055, -1.818, 3.958], [-1.661, -3.521, 4.311], [-3.938, -3.201, 3.416], [-4.500, -1.162, 2.139], [-2.813, 0.590, 1.803], [0.063, 2.874, 0.535], [-0.855, 5.158, 0.507], [-2.187, 5.975, 2.418], [-2.621, 4.516, 4.354], [-1.731, 2.223, 4.405], [-7.226, -0.815, -1.400], [-6.368, -2.036, -1.708], [-4.649, -1.576, -1.792], [-4.158, -1.215, -0.476], [-4.439, -0.631, -2.858], [-3.757, -3.078, -2.240], [-2.364, -2.711, -2.726], [-1.409, -2.399, -1.635], [-0.939, -1.175, -1.362], [0.016, -1.256, -0.415], [0.155, -2.583, -0.063], [-0.712, -3.282, -0.827], [-0.923, -4.716, -0.766], [-0.232, -5.302, 0.031], [-1.746, -5.190, -1.519], [-1.382, 0.099, -1.968], [-8.273, -1.108, -1.454], [-7.048, -0.022, -2.125], [-7.022, -0.439, -0.399], [-6.627, -2.479, -2.670], [-6.452, -2.798, -0.932], [-4.280, -3.596, -3.044], [-3.733, -3.728, -1.369], [-2.406, -1.817, -3.346], [-1.935, -3.521, -3.310], [0.834, -2.952, 0.687], [-2.450, 0.249, -1.812], [-1.188, 0.117, -3.042], [-0.840, 0.930, -1.506]],
  "lowdin_spin": [2.226, 0.058, 0.091, 0.004, 0.000, 0.000, 0.002, 0.002, 0.017, 0.028, 0.008, 0.000, 0.005, 0.002, 0.008, 0.313, 0.121, 0.133, 0.311, 0.053, 0.079, 0.035, 0.018, 0.001, 0.026, 0.000, 0.019, 0.007, 0.013, 0.001, 0.002, 0.001, 0.001, 0.083, 0.006, 0.021, 0.000, 0.000, 0.000, 0.000, 0.012, 0.002, 0.000, 0.000, 0.000, 0.000, 0.002, 0.002, 0.018, 0.013, 0.001, 0.000, 0.001, 0.000, 0.000, 0.010, 0.000, 0.000, 0.000, 0.000, 0.000, 0.000, 0.000, 0.000, 0.000, 0.001, 0.002, 0.017, 0.046, 0.111, 0.019, 0.008, 0.001, 0.000, 0.002, 0.018, 0.000, 0.000, 0.000, 0.000, 0.000, 0.000, 0.000, 0.000, 0.001, 0.003, 0.001, 0.001, 0.012],
  "total_charge": 3,
  "molar_mass_g_mol": 900.00,
  "total_energy_ev": -86040.977,
  "multiplicity": 5,
  "relative_energy_ev": 0.757,
  "homo_lumo_gap_ha": [0.2707, 0.2198]
}